Below is a 2-piece molecular cluster, C2H9N3O overall in a non-equilibrium geometry, with properties calculated with wB97M-V/def2-TZVPD.

Results
SMILES	[H]/N=C(\N)NC.O
E_tot	-321.1220	Eh
relative energy (zero: lowest compared OMol25 entry of this formula, charge and spin)	6.1	kcal per mole
E_HOMO	-9.5	eV
Kohn-Sham gap	0.3750	hartree

```
! RIJCOSX wB97M-V def2-TZVPD def2/J DEFGRID3
* xyz 0 1
C 0.03 -0.17 1.80
N 1.05 -0.30 0.77
C 0.66 -0.42 -0.54
N 1.73 -0.72 -1.38
N -0.56 -0.27 -0.92
H -0.53 0.74 1.66
H 0.50 -0.20 2.77
H -0.74 -0.95 1.76
H 1.78 -0.96 1.01
H 2.59 -0.33 -1.04
H 1.54 -0.49 -2.34
H -0.55 -0.29 -1.94
H -2.88 1.89 -0.50
H -1.80 0.91 -0.01
O -2.44 1.59 0.29
*
```